Entry 1:
61
Properties=species:S:1:pos:R:3:lowdin_charge:R:1 method="wB97M-V/def2-TZVPD" charge=+3 e_tot_ev=-61323.2396 spin_multiplicity=6
Dy 0.32 -0.69 -0.78 1.733
C 3.20 2.92 -0.39 -0.075
C 2.50 2.92 0.82 -0.055
C 1.93 1.77 1.28 -0.076
C 2.25 0.54 0.66 -0.370
C 2.94 0.60 -0.57 -0.087
C 3.47 1.79 -1.08 -0.052
N 1.57 -0.62 1.03 -0.118
C 1.58 -1.05 2.34 -0.182
C 2.50 -0.66 3.32 -0.017
C 2.63 -1.32 4.50 -0.020
C 1.85 -2.40 4.89 -0.038
C 0.83 -2.68 4.05 0.027
C 0.62 -2.03 2.77 -0.183
N -0.51 -2.34 2.13 0.118
N -0.67 -1.93 0.93 -0.131
C -1.99 -2.13 0.41 -0.295
C -3.15 -2.66 1.01 0.035
C -4.33 -2.70 0.21 0.004
C -4.31 -2.25 -1.12 -0.021
C -3.11 -1.72 -1.60 -0.129
N -2.00 -1.59 -0.88 -0.055
H 3.65 3.83 -0.73 0.121
H 2.33 3.85 1.43 0.146
H 1.35 1.76 2.21 0.128
H 3.17 -0.39 -0.94 0.106
H 4.04 1.77 -2.03 0.148
H 3.20 0.08 3.13 0.104
H 3.44 -1.04 5.25 0.161
H 2.10 -2.95 5.77 0.122
H 0.10 -3.43 4.28 0.124
H -3.17 -2.96 2.06 0.123
H -5.28 -2.96 0.73 0.145
H -5.20 -2.26 -1.70 0.112
H -3.02 -1.39 -2.64 0.121
N 0.95 -3.76 -3.93 0.112
C 1.88 -2.93 -4.54 -0.022
C 1.96 -1.84 -3.76 -0.099
N 1.04 -1.96 -2.67 -0.130
C 0.51 -3.17 -2.84 -0.205
H 0.60 -4.65 -4.25 0.183
H 2.38 -3.13 -5.47 0.139
H 2.49 -0.91 -3.89 0.116
H -0.20 -3.70 -2.21 0.144
N -2.24 3.96 -0.17 0.067
C -1.73 3.71 -1.57 -0.069
C -1.47 2.25 -1.78 -0.189
N -0.67 1.71 -0.72 -0.145
C -1.28 1.93 0.61 -0.181
C -1.49 3.36 0.94 -0.088
H -3.23 3.68 -0.17 0.194
H -2.40 4.98 -0.10 0.205
H -0.80 4.29 -1.61 0.155
H -2.47 4.10 -2.27 0.161
H -0.97 2.11 -2.78 0.168
H -2.40 1.72 -1.79 0.126
H 0.22 2.24 -0.69 0.110
H -0.69 1.42 1.42 0.136
H -2.21 1.40 0.60 0.124
H -0.61 4.03 1.02 0.155
H -1.97 3.47 1.90 0.157

Entry 2:
75
Properties=species:S:1:pos:R:3:lowdin_charge:R:1 method="wB97M-V/def2-TZVPD" e_above_lowest_kcal_mol=0.0 charge=+1 e_tot_ev=-224744.8068
Zr 0.42 0.54 -0.35 1.233
C 3.36 -1.76 2.05 0.000
C 2.27 -1.40 1.10 -0.306
N 1.31 -0.59 1.38 -0.158
N 1.24 -0.14 2.69 0.005
C 0.09 0.43 2.93 -0.856
N -0.13 0.85 4.20 0.092
S -1.19 0.71 1.77 0.656
C 2.16 -2.09 -0.22 -0.286
C 3.03 -3.08 -0.60 0.013
C 2.76 -3.77 -1.77 -0.017
C 1.62 -3.47 -2.49 -0.022
C 0.82 -2.42 -2.05 -0.103
N 1.09 -1.73 -0.95 -0.008
H 3.23 -1.23 2.98 0.073
H 3.37 -2.83 2.24 0.101
H 4.32 -1.47 1.60 0.105
H 0.46 0.46 4.92 0.111
H -1.07 1.10 4.46 0.090
H 3.89 -3.31 0.01 0.124
H 3.42 -4.56 -2.11 0.125
H 1.35 -4.00 -3.39 0.123
H -0.08 -2.15 -2.59 0.108
F -3.51 1.42 -0.50 0.129
C -3.86 0.22 -0.97 -0.690
F -4.14 -0.58 0.03 0.178
F -4.87 0.35 -1.79 0.188
S -2.44 -0.48 -1.92 0.678
O -1.32 -0.54 -0.95 -0.511
O -2.86 -1.72 -2.46 -0.195
N -2.16 0.61 -3.01 -0.256
S -1.31 1.90 -2.80 0.686
O -1.86 3.10 -3.32 -0.184
O -0.70 1.98 -1.42 -0.527
C 0.25 1.52 -3.68 -0.661
F 0.12 1.38 -4.98 0.220
F 0.63 0.33 -3.12 0.045
F 1.13 2.45 -3.39 0.188
C -1.86 4.09 0.89 -0.010
N -1.03 4.13 2.09 -0.106
C -1.40 4.70 3.29 -0.019
C -0.37 4.53 4.15 -0.025
N 0.61 3.86 3.45 -0.117
C 1.92 3.47 3.99 -0.023
C 0.20 3.60 2.20 -0.629
Se 1.33 2.81 0.91 0.715
H -2.41 5.03 0.83 0.106
H -2.55 3.25 0.94 0.067
H -1.22 3.99 0.03 0.065
H -2.36 5.18 3.43 0.133
H -0.24 4.85 5.17 0.130
H 1.98 3.82 5.02 0.097
H 2.71 3.93 3.40 0.088
H 2.03 2.39 3.94 0.068
C 5.36 3.01 -6.28 -0.043
C 4.77 2.51 -4.99 -0.258
C 4.60 1.16 -4.75 -0.011
C 4.06 0.69 -3.55 -0.302
C 3.93 -0.80 -3.37 -0.082
C 3.67 1.61 -2.57 -0.503
Se 3.01 0.88 -0.93 0.738
C 3.84 2.98 -2.78 -0.305
C 3.48 4.03 -1.77 -0.073
C 4.39 3.40 -3.99 -0.012
H 5.49 2.20 -7.00 0.075
H 6.33 3.47 -6.12 0.086
H 4.71 3.76 -6.74 0.082
H 4.90 0.44 -5.50 0.116
H 4.32 -1.33 -4.23 0.085
H 2.88 -1.09 -3.23 0.045
H 4.47 -1.14 -2.48 0.069
H 2.73 3.70 -1.07 -0.050
H 3.12 4.93 -2.27 0.087
H 4.36 4.31 -1.18 0.097
H 4.52 4.47 -4.16 0.126

Entry 3:
63
Properties=species:S:1:pos:R:3:lowdin_charge:R:1 method="wB97M-V/def2-TZVPD" smiles="O=C(COC(=O)c1cccc(S(=O)(=O)N2CCN(c3ccc(F)cc3)CC2)c1)NC[C@@H]1CCCO1" e_above_lowest_kcal_mol=3.0 charge=0 e_tot_ev=-55650.7714
O -6.43 1.55 2.42 0.077
C -5.82 0.57 2.05 -0.480
C -5.96 0.04 0.61 -0.052
O -4.89 -0.81 0.23 -0.002
C -3.70 -0.21 0.10 -0.448
O -3.53 0.98 0.22 0.137
C -2.60 -1.18 -0.15 -0.099
C -2.82 -2.49 -0.53 0.011
C -1.75 -3.36 -0.69 -0.039
C -0.46 -2.92 -0.45 -0.034
C -0.25 -1.61 -0.07 -0.261
S 1.42 -1.06 0.30 0.679
O 2.12 -2.12 0.95 -0.273
O 1.32 0.20 0.98 -0.284
N 2.03 -0.91 -1.25 -0.228
C 1.64 0.32 -1.92 -0.154
C 2.53 1.50 -1.53 -0.133
N 3.92 1.18 -1.76 -0.098
C 4.51 1.44 -2.98 -0.228
C 4.27 2.66 -3.62 -0.017
C 4.89 2.99 -4.81 -0.010
C 5.77 2.09 -5.39 -0.289
F 6.37 2.41 -6.56 0.045
C 6.05 0.89 -4.78 -0.011
C 5.42 0.56 -3.59 -0.024
C 4.29 0.00 -1.00 -0.137
C 3.44 -1.21 -1.40 -0.166
C -1.30 -0.73 0.08 -0.005
N -5.02 -0.16 2.83 0.090
C -4.67 0.20 4.18 -0.101
C -3.15 0.12 4.38 -0.321
C -2.32 1.12 3.57 -0.109
C -0.95 0.44 3.58 -0.137
C -1.31 -1.06 3.65 -0.169
O -2.70 -1.15 3.94 -0.106
H -6.87 -0.56 0.53 0.142
H -6.03 0.90 -0.05 0.140
H -3.83 -2.83 -0.69 0.122
H -1.93 -4.38 -0.99 0.112
H 0.39 -3.58 -0.54 0.121
H 0.60 0.52 -1.66 0.115
H 1.71 0.14 -3.00 0.137
H 2.24 2.38 -2.10 0.112
H 2.39 1.71 -0.46 0.115
H 3.61 3.39 -3.17 0.106
H 4.69 3.94 -5.30 0.118
H 6.74 0.20 -5.24 0.118
H 5.65 -0.39 -3.15 0.098
H 5.35 -0.21 -1.10 0.122
H 4.09 0.22 0.06 0.129
H 3.65 -2.07 -0.76 0.114
H 3.61 -1.48 -2.45 0.127
H -1.12 0.29 0.39 0.125
H -4.55 -0.99 2.48 0.141
H -5.03 1.21 4.36 0.132
H -5.15 -0.49 4.88 0.130
H -2.93 0.24 5.45 0.154
H -2.30 2.11 4.03 0.121
H -2.72 1.21 2.56 0.101
H -0.34 0.67 2.71 0.080
H -0.39 0.73 4.47 0.113
H -0.74 -1.57 4.42 0.121
H -1.14 -1.57 2.69 0.105